Entry 1:
9
Properties=species:S:1:pos:R:3:mulliken_charge:R:1 method="wB97M-V/def2-TZVPD" e_above_lowest_kcal_mol=18.16 homo_energy_ev=-10.2
C 1.0754 -0.5125 -0.5461 -0.077
O -2.9736 1.5757 -0.2179 -0.449
O -2.4681 -0.9225 0.4129 -0.412
O 0.0729 -0.3015 -1.1412 -0.343
S -3.2340 -0.0414 -0.4617 0.750
Cl -5.2731 -0.2972 0.1589 -0.248
H 1.5921 -1.5936 -0.4585 0.185
H 1.5324 0.2554 0.0085 0.236
H -2.0864 1.8882 -0.0622 0.358

=====

Entry 2:
9
Properties=species:S:1:pos:R:3:lowdin_spin:R:1 method="wB97M-V/def2-TZVPD" e_above_lowest_kcal_mol=9.81 s2=2.025 homo_energy_ev="-9.6 / -11.3" spin_multiplicity=3
C -1.1696 -0.3294 -0.0891 0.014
O 2.2614 0.6786 -1.0461 0.036
O 0.5747 1.8201 1.1566 1.551
O -0.0581 -0.0100 -0.8718 0.019
S 1.2315 0.3239 -0.1439 0.160
Cl 1.7038 -1.6716 0.5064 0.211
H -1.4535 0.6323 0.5442 0.008
H -1.0788 -1.0952 0.6121 -0.001
H -2.0114 -0.3488 -0.6684 0.001